(1)
ORCA calculation (the ωB97M-V functional and the def2-TZVPD basis) on a structure of composition Cl5V at a distorted geometry.

Net charge: -2
E_tot (eV): -88305.8623
Energy relative to the best compared isomer or geometry (same formula, charge and spin) (kcal per mole): 16.7
Highest occupied orbital energy (spin up / spin down) (eV): -2.15 / -2.17
<S²>: 2.033
Multiplicity: 3
Molecular weight (g mol⁻¹): 228.21
Kohn-Sham gap (spin up / spin down) (eV): 7.07 / 8.11

Each line ends with the Löwdin spin population.
Cartesian coordinates (Å):
V  -25.79403  -27.13966  8.56341  2.083
Cl  -26.19687  -29.80036  9.51870  -0.023
Cl  -23.46210  -27.75589  8.35525  -0.010
Cl  -26.48198  -28.20529  6.25617  -0.025
Cl  -25.66614  -26.58920  11.28481  -0.018
Cl  -26.32042  -24.74038  7.92363  -0.007

Cartesian forces, eV/Å:
1.056 -1.339 0.098
-0.037 1.302 -0.420
-1.355 0.735 0.050
0.235 0.919 1.433
-0.229 -0.087 -1.587
0.330 -1.530 0.428

(2)
ORCA calculation (the ωB97M-V functional and the def2-TZVPD basis) on a structure of composition Cl7KN2O34 at a distorted geometry.

Net charge: -8
E_tot (eV): -176497.8913
Highest occupied orbital energy (eV): 5.51
Molecular weight (g mol⁻¹): 859.25
Kohn-Sham gap (eV): 6.19

Each line ends with the Mulliken charge.
Cartesian coordinates (Å):
K  -0.89259  -0.33917  4.12876  0.987
Cl  -4.52091  4.82566  3.11862  1.622
O  -4.77706  3.46118  2.78187  -0.624
O  -4.84359  5.56048  1.91949  -0.675
O  -5.46556  5.25247  4.10933  -0.710
O  -3.20819  5.11980  3.65995  -0.613
Cl  5.61268  4.12615  2.78647  1.477
O  5.91112  5.39994  3.45421  -0.655
O  4.12262  3.84357  2.70710  -0.585
O  6.12301  4.15271  1.36489  -0.621
O  6.21022  3.09660  3.63112  -0.617
Cl  -0.75562  0.87785  -8.30968  1.593
O  -2.16557  0.88404  -8.26252  -0.614
O  -0.24159  0.48261  -7.02108  -0.607
O  -0.37588  -0.04699  -9.33654  -0.685
O  -0.36089  2.22392  -8.70107  -0.687
Cl  -2.79265  -3.06938  4.19128  1.734
O  -3.04778  -1.95696  3.43172  -0.663
O  -1.34650  -2.94549  4.30924  -0.745
O  -3.41564  -3.13169  5.49457  -0.649
O  -3.21444  -4.19055  3.45296  -0.660
Cl  5.94517  -4.32184  3.59732  1.596
O  5.70577  -3.28601  2.63063  -0.646
O  6.89449  -5.19035  2.98362  -0.675
O  6.59359  -3.75760  4.71231  -0.655
O  4.66127  -4.84489  3.92187  -0.620
Cl  2.03517  6.72800  -2.51022  1.501
O  1.24105  7.45357  -1.50657  -0.633
O  1.17544  6.03311  -3.57060  -0.627
O  2.99072  7.61797  -3.13921  -0.668
O  2.75873  5.70212  -1.83966  -0.572
Cl  0.15702  -8.85557  -4.54196  1.520
O  0.14468  -8.55652  -6.02620  -0.689
O  -0.68788  -10.04514  -4.48055  -0.663
O  1.43897  -9.37637  -4.29025  -0.631
O  -0.14262  -7.67760  -3.79339  -0.538
N  -1.66364  1.54845  7.20914  0.845
O  -2.30536  2.55058  7.18507  -0.591
O  -1.44129  1.03202  6.12381  -0.549
O  -1.07621  1.09953  8.25003  -0.710
N  -5.25938  -1.85548  -5.94749  0.920
O  -5.50250  -2.99634  -6.36681  -0.672
O  -5.06523  -0.94976  -6.81072  -0.629
O  -5.15313  -1.67864  -4.70087  -0.619

Cartesian forces, eV/Å:
-0.111 0.108 -0.089
-0.800 0.785 -0.324
0.912 -1.128 0.599
0.901 1.018 -0.584
-1.125 0.254 1.447
-0.273 -0.635 -1.032
-2.546 -0.631 -1.391
-0.340 -0.196 -0.710
3.206 1.057 0.397
-0.221 -0.150 2.918
0.316 0.101 -0.960
-0.813 0.667 0.535
-2.003 -0.050 0.259
0.639 0.370 -0.696
1.290 -0.833 -0.844
1.088 -0.005 0.187
2.155 -1.753 1.617
-3.080 4.937 -2.078
0.845 -1.788 1.335
0.090 0.561 -0.081
-0.119 -2.195 -0.583
-0.406 3.084 -2.949
-0.141 0.621 -0.331
0.390 -2.718 -0.257
0.675 0.539 2.874
-0.197 -1.820 0.840
-1.691 -2.082 -0.700
0.209 -0.096 -1.469
1.368 2.348 2.037
-0.241 0.756 -0.486
0.467 -0.447 0.386
-0.355 -1.213 -6.182
-0.242 0.790 1.950
-1.716 0.746 1.801
2.988 0.060 1.779
-0.601 -0.843 0.509
2.499 -0.558 0.733
-2.203 2.637 1.653
0.675 -2.294 -1.762
-0.919 0.183 -0.206
0.842 0.533 -0.086
-0.628 -1.135 -0.230
-0.467 -0.139 1.386
-0.315 0.555 -1.211

(3)
ORCA calculation (the ωB97M-V functional and the def2-TZVPD basis) on a structure of composition ClF3 at a distorted geometry.

E_tot (eV): -20666.1894
Energy relative to the best compared isomer or geometry (same formula, charge and spin) (kcal per mole): 36.1
Highest occupied orbital energy (eV): -10.72
Molecular weight (g mol⁻¹): 92.45
Kohn-Sham gap (eV): 9.18

Each line ends with the Mulliken charge.
Cartesian coordinates (Å):
F  1.35729  0.54689  -0.99867  -0.173
F  -0.03029  -0.83038  1.38726  -0.001
F  -1.05018  -0.16176  0.72879  0.006
Cl  -0.27681  0.44524  -1.11738  0.169

Cartesian forces, eV/Å:
-0.202 0.105 -0.163
-0.060 -0.192 0.247
-1.984 -1.469 4.695
2.245 1.556 -4.779